# 1
Molecular formula: C13H36O6P
Method: DFT, ωB97M-V/def2-TZVPD

HOMO level (eV): -2.9
Charge: -1
Gap between HOMO and LUMO (eV): 5.87
DFT total energy (eV): -35629.616

The geometry in XYZ format:
```
56
Properties=species:S:1:pos:R:3:nbo_charge:R:1
C 0.99298 2.28006 -5.08160 -0.088
C -5.15407 0.60519 -1.33687 -0.662
O 4.18149 -0.55118 4.93979 -0.559
H 5.65102 -1.55797 3.88956 0.157
H 1.86081 0.83960 4.78937 0.168
H 0.68107 1.49300 -5.78255 0.171
H 3.27841 1.67782 -3.07474 0.160
C -4.95559 -1.73813 1.38193 -0.109
C 3.90147 0.55228 4.07521 -0.087
H -6.06871 1.33399 -1.10456 0.199
H -0.15332 -1.34380 1.39409 -0.199
P -0.31997 -0.95284 -0.01091 0.501
H 2.22698 1.60605 3.23473 0.186
H 1.77557 -1.57130 4.83454 0.155
H -2.19810 0.80462 0.50287 0.139
C 0.77644 1.83906 -3.63127 -0.090
H -2.81126 -0.84303 -0.36051 0.135
O 2.35128 2.65961 -5.31305 -0.558
H 2.92969 0.65789 -5.52176 0.189
H 1.06044 2.63671 -2.93049 0.175
C 3.09203 1.64016 -5.97498 -0.255
H 4.15528 1.88518 -5.90088 0.183
H -0.83193 -2.29833 -0.27450 -0.225
H -5.55566 -2.31772 2.22272 0.175
H -4.69209 -1.67719 -1.15393 0.194
H 0.22193 -0.92636 4.23324 0.177
H 4.44136 0.45097 3.12323 0.175
H 0.18948 0.39145 0.26241 -0.227
H 1.03366 -2.24945 3.37109 0.208
H 1.02040 -1.42817 -0.25003 -0.168
H 3.29079 -0.04619 -2.64872 0.187
C 2.69159 0.86907 -2.62825 -0.257
H 0.37577 3.16310 -5.27660 0.175
H -0.28895 1.62832 -3.48228 0.196
C -5.55500 -0.94403 -0.85244 -0.074
H -6.48733 -1.23411 -1.53857 0.165
O 1.86755 -0.39670 3.10340 -0.535
C 4.61905 -1.70102 4.22502 -0.256
H -0.56131 -0.65175 -1.40448 -0.200
H 2.81297 1.60847 -7.02977 0.158
C -3.90693 -0.64861 2.04720 -0.094
H -4.32440 -2.54266 0.81348 0.197
O -2.48836 -0.96196 1.77658 -0.572
H 4.58570 -2.56087 4.90082 0.182
H 3.98086 -1.91351 3.36168 0.195
H 4.27508 1.45302 4.57596 0.171
C 2.39668 0.70873 3.83869 -0.087
O -5.94849 -1.02665 0.56278 -0.574
H -4.21223 0.40381 1.62390 0.182
O 1.48415 0.63108 -3.34234 -0.543
C -2.11943 -0.38305 0.47031 -0.386
C 1.19316 -1.32959 3.94069 -0.257
H -4.06626 -0.73327 3.22654 0.169
H -4.22719 1.03372 -0.72471 0.238
H -4.93184 0.56049 -2.50436 0.208
H 2.46325 1.11597 -1.58668 0.191
```


# 2
Molecular formula: C13H37B2N2O8P
Method: DFT, ωB97M-V/def2-TZVPD

HOMO level (eV): -7.9
Structure (SMILES): COB(O)O[P@](=O)(O)OB(O)O.CCN(CC)CC.CCN(CC)CC
Gap between HOMO and LUMO (eV): 7.80
DFT total energy (eV): -44093.015

The geometry in XYZ format:
```
63
Properties=species:S:1:pos:R:3:nbo_charge:R:1
H -5.08423 -4.32388 0.70646 0.193
H -2.03018 -0.77581 -1.34412 0.506
H 1.93869 -5.01715 0.69924 0.171
H -5.96571 -0.53077 -0.19886 0.205
H -0.94764 -5.35189 -1.13831 0.505
H 6.17167 6.03317 1.22835 0.212
C 3.41350 3.72739 -1.35670 -0.640
H -3.99586 -4.02696 2.89200 0.200
C -6.21155 -1.34090 1.78927 -0.213
H -7.25564 -1.03389 1.89913 0.192
H 3.59315 -0.26451 -1.41567 0.505
C -5.52791 -0.41522 0.79434 -0.621
H 5.11334 6.04417 -1.00804 0.157
O -0.07945 -2.42480 -0.76107 -1.029
H -4.45601 -0.60454 0.72695 0.212
H 3.29245 4.70037 -0.87746 0.201
H 2.76239 3.02174 -0.83952 0.223
O 0.58661 -0.02748 -0.61945 -1.003
H 4.22139 4.67107 -3.98689 0.201
H 5.10578 4.64570 1.06057 0.204
H 7.14219 4.87841 -3.10431 0.187
H 5.03681 2.84833 -0.27304 0.193
O -1.85557 -0.67269 -0.40074 -0.980
B 1.63726 -0.21924 -1.52417 1.293
C 1.48736 -4.14838 1.18075 -0.239
H 6.86204 5.92094 -1.10242 0.193
O 1.47644 -0.82778 -2.73410 -0.895
H -5.74414 -1.20078 2.77690 0.160
H 6.27743 3.41465 -3.50268 0.189
H 5.55941 5.49572 -4.77372 0.210
H -3.77490 -2.29867 2.61567 0.210
H -5.93609 -4.44385 3.76878 0.201
H 3.05628 3.81063 -2.38258 0.199
C -4.92198 -3.29559 1.04013 -0.215
H 4.97466 2.35796 -1.93780 0.191
O 0.08122 -4.13605 0.94349 -0.722
C -7.11124 -3.57076 2.14020 -0.203
N -6.22273 -2.72874 1.35964 -0.453
P -0.38547 -1.08403 0.04482 2.566
O 2.85166 0.29781 -1.17604 -0.903
H -7.64563 -4.23965 4.12348 0.209
H -8.11321 -3.13630 2.06434 0.186
H -4.53390 -2.76949 0.16390 0.189
N 5.92672 4.15994 -1.60673 -0.453
H -2.86499 -3.46476 1.67190 0.212
B -0.41082 -3.70219 -0.24356 1.321
C 5.14276 5.22185 -3.80235 -0.635
H 1.64133 -4.21170 2.25475 0.202
C -6.78902 -3.78200 3.62442 -0.635
H -6.57920 -2.83923 4.13100 0.205
C 6.02524 5.09758 0.68716 -0.617
H 6.85609 4.43052 0.92114 0.210
H 1.95891 -3.22995 0.82445 0.179
O -0.26135 -1.15979 1.49080 -1.070
O -1.26915 -4.45788 -0.99585 -0.903
H 0.56528 -0.96135 -3.00330 0.498
C 6.16623 4.38985 -3.02007 -0.203
H -7.16900 -4.54415 1.64487 0.189
C 5.96321 5.37201 -0.80747 -0.213
C 4.85971 3.22547 -1.28293 -0.214
H 4.88999 6.14619 -3.28152 0.204
C -3.83958 -3.27027 2.12416 -0.636
H -5.65505 0.62160 1.10841 0.212
```


# 3
Molecular formula: C13H37N3O4
Method: DFT, ωB97M-V/def2-TZVPD

HOMO level (alpha / beta) (eV): 0.8 / -6.5
Charge: -1
Gap between HOMO and LUMO (alpha / beta) (eV): 1.92 / 9.17
Spin multiplicity: 2
DFT total energy (eV): -26737.760

The geometry in XYZ format:
```
57
Properties=species:S:1:pos:R:3:lowdin_spin:R:1
H -2.08898 2.26738 1.20316 0.014
O 2.55155 -0.99380 -2.55154 0.019
H -0.62978 -1.52848 -1.35132 0.019
H -5.90656 -2.29131 2.88812 0.000
H 1.52953 2.28447 1.12846 0.008
H -4.65521 -0.50181 1.60817 0.002
C 5.31502 2.01300 -1.97472 0.034
H 2.03128 1.07113 -2.56969 0.071
C 3.83791 2.47890 0.05203 0.046
C -7.38786 -3.10360 1.11279 0.002
H 1.53594 0.16955 -0.15402 0.003
C 0.22870 -1.37540 -0.69736 0.031
H -7.19945 -4.10522 1.49925 0.000
H 4.00725 0.05532 -1.07742 0.001
H -2.99948 -2.30604 3.06478 0.001
H 0.97577 -2.16857 -0.72706 0.003
H -2.66180 -0.81438 2.80806 0.000
H -2.36405 -1.20840 0.57577 0.002
C 3.09440 -0.98304 -3.88934 0.048
H -8.02944 -2.58317 1.82386 0.000
H -1.85090 2.59696 2.84081 0.003
C -1.32877 2.18043 1.97944 0.034
H -0.56006 0.71070 1.08742 0.002
O -0.84572 0.83886 1.99493 0.003
H 0.88710 -0.00960 -3.10750 0.061
H 4.51696 1.57372 -2.57325 0.011
C 2.33375 2.38663 1.85707 0.016
H 3.04020 2.34260 -0.67816 0.030
N -3.45990 -1.41229 2.96814 0.001
C -4.20518 -1.48530 1.74359 0.004
H -0.79907 0.69369 -1.56072 0.076
H 0.22852 1.82386 -1.31481 0.112
H -0.13693 -1.27513 0.32458 0.002
C 0.88700 -0.04869 -1.00217 0.022
H 4.50373 -0.03882 0.36298 0.001
H -3.03713 -2.86779 0.66637 0.002
C 5.07754 1.70444 -0.51995 0.003
N 4.82790 0.28727 -0.53629 0.001
H 3.79536 -1.80475 -4.03605 0.004
C -5.35384 -2.44753 1.96173 0.002
H -4.85115 -3.41380 2.00337 0.000
H -7.98941 -3.15711 0.20537 0.000
C -3.27325 -1.80931 0.55692 0.019
H 6.29541 1.68655 -2.32169 0.004
O -6.23634 -2.33138 0.86563 0.004
N -0.12094 0.98621 -0.87174 0.053
H 5.26422 3.07285 -2.22419 0.015
H 3.60465 -0.03610 -4.06557 0.014
O 3.56409 1.93112 1.39118 0.006
H 3.99035 3.55659 -0.00673 0.015
C 1.65651 0.07371 -2.33992 0.130
H 2.50460 3.44069 2.07582 0.005
H 1.98389 1.88202 2.75767 0.002
H 2.31758 -1.09125 -4.64627 0.018
H -0.53275 2.82970 1.61487 0.011
H 5.90169 1.89802 0.16664 0.001
H -3.78450 -1.64431 -0.39150 0.011
```


> Which of these has the highest DFT total energy?

C13H37N3O4